No. 1
Molecular formula: C34H25AsCl4CoN3O3Si
Method: DFT, ωB97M-V/def2-TZVPD

CARTESIAN COORDINATES (ANGSTROEM)
Co: -0.19 11.42 17.72
Cl: 6.38 13.31 18.80
C: 4.64 13.54 18.61
C: 4.04 14.48 17.77
C: 2.70 14.41 17.53
C: 1.84 13.52 18.15
O: 0.54 13.53 17.93
C: 2.42 12.67 19.08
C: 1.76 11.63 19.82
N: 0.79 10.95 19.44
C: 0.19 9.85 20.15
C: 0.82 8.99 21.04
C: 0.13 7.89 21.58
C: -1.19 7.62 21.25
C: -1.89 8.43 20.31
C: -3.20 8.16 19.94
C: -3.77 8.93 18.95
C: -2.95 9.97 18.34
N: -1.68 10.21 18.66
C: -1.17 9.53 19.67
C: 3.82 12.65 19.26
H: 4.52 15.32 17.27
H: 2.21 15.16 16.87
H: 2.20 11.36 20.78
H: 1.86 9.14 21.26
H: 0.71 7.22 22.20
H: -1.67 6.73 21.62
H: -3.84 7.42 20.39
H: -4.80 8.76 18.67
H: -3.33 10.60 17.56
H: 4.22 11.91 19.91
Cl: 0.83 16.73 18.89
Si: -0.75 15.50 18.52
Cl: -2.27 16.71 17.81
Cl: -1.37 14.50 20.14
O: -0.81 14.50 15.85
N: -0.43 14.94 16.82
O: -0.41 10.68 16.10
As: 0.51 10.19 14.76
C: -0.39 10.85 13.21
C: 0.17 10.82 11.92
C: -0.62 11.35 10.89
C: -1.88 11.82 11.04
C: -2.41 11.89 12.34
C: -1.67 11.40 13.40
C: 0.70 8.27 14.70
C: 1.87 7.61 15.26
C: 2.06 6.27 15.02
C: 1.15 5.52 14.31
C: 0.13 6.14 13.63
C: -0.12 7.54 13.85
C: 2.29 10.79 15.04
C: 3.13 11.30 14.02
C: 4.47 11.61 14.38
C: 4.93 11.36 15.67
C: 4.06 10.88 16.62
C: 2.76 10.67 16.31
H: 1.14 10.41 11.77
H: -0.19 11.38 9.89
H: -2.41 12.24 10.22
H: -3.43 12.31 12.43
H: -2.07 11.36 14.40
H: 2.62 8.11 15.90
H: 2.93 5.83 15.64
H: 1.34 4.45 14.24
H: -0.59 5.59 13.05
H: -1.03 8.04 13.42
H: 2.71 11.60 13.04
H: 5.06 12.00 13.54
H: 5.97 11.55 15.90
H: 4.32 10.74 17.69
H: 2.01 10.43 17.02

Results
Energy relative to the best compared isomer or geometry (same formula, charge and spin) (kcal/mol): 0.0
Net charge: +2
⟨S²⟩: 6.01
Spin multiplicity: 5
E_HOMO (alpha / beta) (eV): -13.60 / -13.65
Electronic energy (eV): -202696.3332


No. 2
Molecular formula: C34H25Cl5FeN5O4S
Method: DFT, ωB97M-V/def2-TZVPD

CARTESIAN COORDINATES (ANGSTROEM)
Fe: 2.09 -0.72 0.47
O: 4.72 -2.10 2.99
C: 3.79 -1.63 2.38
O: 3.73 -1.42 1.10
C: 2.51 -1.27 3.11
C: 2.47 -1.34 4.51
C: 1.32 -0.99 5.14
C: 0.17 -0.67 4.37
C: -1.08 -0.41 4.98
C: -2.19 -0.21 4.21
C: -2.09 -0.27 2.81
C: -0.89 -0.50 2.20
C: 0.28 -0.67 2.96
N: 1.49 -0.91 2.36
H: 3.37 -1.63 5.03
H: 1.24 -0.99 6.22
H: -1.13 -0.39 6.06
H: -3.15 -0.01 4.68
H: -2.98 -0.14 2.20
H: -0.83 -0.57 1.12
Cl: 2.73 1.96 3.09
C: 3.27 2.04 1.45
C: 3.00 1.02 0.56
C: 3.56 1.12 -0.69
Cl: 3.27 -0.31 -1.67
C: 4.30 2.19 -1.15
Cl: 4.91 2.22 -2.75
C: 4.52 3.24 -0.26
Cl: 5.41 4.61 -0.76
C: 4.02 3.15 1.05
Cl: 4.33 4.44 2.15
C: 0.19 -4.18 2.60
N: -0.61 -3.72 1.47
C: -0.14 -3.19 0.35
S: 1.55 -3.05 0.03
N: -1.01 -2.77 -0.57
C: -2.45 -2.83 -0.42
H: -0.29 -5.05 3.04
H: 0.29 -3.40 3.35
H: 1.18 -4.46 2.24
H: -1.61 -3.76 1.59
H: -0.59 -2.35 -1.39
H: -2.80 -3.86 -0.36
H: -2.90 -2.36 -1.29
H: -2.78 -2.28 0.47
O: 0.37 2.08 1.12
C: 0.05 1.51 0.11
N: -0.92 1.96 -0.76
C: -0.98 1.15 -1.96
C: 0.04 0.04 -1.58
O: 0.24 -0.92 -2.31
N: 0.56 0.29 -0.35
C: -0.53 1.94 -3.18
C: -1.44 2.82 -3.77
C: -1.05 3.64 -4.81
C: 0.25 3.59 -5.29
C: 1.16 2.71 -4.71
C: 0.77 1.89 -3.66
C: -2.34 0.49 -2.15
C: -2.58 -0.27 -3.29
C: -3.81 -0.88 -3.48
C: -4.81 -0.74 -2.53
C: -4.58 0.01 -1.39
C: -3.34 0.62 -1.19
H: -1.12 2.94 -0.77
H: -2.47 2.85 -3.41
H: -1.77 4.31 -5.26
H: 0.56 4.23 -6.10
H: 2.18 2.67 -5.07
H: 1.49 1.21 -3.22
H: -1.80 -0.37 -4.04
H: -3.98 -1.47 -4.37
H: -5.78 -1.21 -2.68
H: -5.36 0.13 -0.65
H: -3.16 1.21 -0.31

Results
Energy relative to the best compared isomer or geometry (same formula, charge and spin) (kcal/mol): 0.0
Net charge: 0
⟨S²⟩: 0.76
Spin multiplicity: 2
E_HOMO (alpha / beta) (eV): -8.72 / -8.74
Electronic energy (eV): -159142.7768


No. 3
Molecular formula: C34H25CuF12N7O18S4
Method: DFT, ωB97M-V/def2-TZVPD

CARTESIAN COORDINATES (ANGSTROEM)
Cu: 1.03 0.26 1.44
C: -2.35 1.65 -0.12
F: -2.46 0.44 0.40
F: -2.91 1.78 -1.29
F: -2.87 2.49 0.73
S: -0.47 2.00 -0.38
O: 0.18 0.74 -0.72
O: -0.41 2.97 -1.44
N: 0.34 2.24 1.11
S: 0.40 3.81 1.30
O: 1.57 4.41 0.74
O: -0.85 4.51 1.07
C: 0.72 3.86 3.20
F: 1.20 5.04 3.51
F: -0.44 3.66 3.80
F: 1.52 2.87 3.60
C: 1.11 -2.18 -1.93
F: 1.33 -3.33 -2.54
F: 1.69 -1.22 -2.62
F: -0.18 -1.89 -1.87
S: 1.83 -2.23 -0.19
O: 2.41 -3.51 0.05
O: 2.68 -1.06 -0.14
N: 0.56 -1.75 0.86
S: -0.18 -3.08 1.19
O: -0.60 -3.88 0.06
O: 0.46 -3.81 2.26
C: -1.80 -2.37 1.94
F: -1.71 -1.10 2.35
F: -2.73 -2.47 0.99
F: -2.14 -3.10 3.01
C: 6.95 2.81 -1.95
C: 6.70 3.84 -1.05
C: 5.64 3.74 -0.13
C: 5.03 2.49 -0.04
C: 5.36 1.42 -0.86
C: 6.33 1.58 -1.84
N: 3.87 2.35 0.83
O: 3.07 1.45 0.58
O: 3.79 3.06 1.81
H: 7.67 3.03 -2.72
H: 7.18 4.80 -1.16
H: 5.29 4.57 0.46
H: 4.86 0.47 -0.75
H: 6.60 0.89 -2.63
C: -0.34 -2.35 -6.86
C: 0.32 -2.43 -8.09
C: 1.67 -2.61 -8.20
C: 2.41 -2.78 -7.02
C: 1.82 -2.78 -5.79
C: 0.43 -2.50 -5.73
N: 3.84 -3.10 -7.09
O: 4.37 -3.10 -8.18
O: 4.44 -3.24 -6.05
H: -1.37 -2.05 -6.72
H: -0.21 -2.23 -9.01
H: 2.05 -2.78 -9.20
H: 2.31 -2.89 -4.84
H: -0.04 -2.48 -4.76
C: -4.38 -2.43 4.79
C: -3.62 -1.56 5.55
C: -4.05 -0.26 5.67
C: -5.24 0.19 5.12
C: -5.96 -0.70 4.31
C: -5.64 -2.05 4.27
N: -5.62 1.59 5.22
O: -4.87 2.33 5.80
O: -6.66 1.92 4.71
H: -4.17 -3.50 4.72
H: -2.65 -1.86 5.91
H: -3.45 0.40 6.27
H: -6.86 -0.40 3.78
H: -6.17 -2.67 3.56
C: -2.70 0.31 -4.39
C: -1.39 0.46 -3.92
C: -0.66 1.53 -4.45
C: -1.28 2.42 -5.30
C: -2.60 2.27 -5.74
C: -3.28 1.15 -5.31
N: -0.56 3.59 -5.84
O: 0.65 3.54 -5.73
O: -1.16 4.48 -6.38
H: -3.36 -0.45 -4.00
H: -0.97 -0.28 -3.26
H: 0.37 1.64 -4.15
H: -2.91 3.06 -6.41
H: -4.32 1.01 -5.59
C: -0.20 -2.73 7.68
C: -0.52 -1.39 7.89
C: -0.67 -0.51 6.84
C: -0.25 -0.90 5.57
C: 0.05 -2.24 5.34
C: 0.10 -3.15 6.39
N: -0.23 0.04 4.49
O: 0.46 -0.19 3.50
O: -0.94 1.01 4.56
H: -0.38 -3.40 8.50
H: -0.76 -1.03 8.88
H: -0.90 0.51 7.13
H: 0.34 -2.52 4.33
H: 0.39 -4.18 6.24

Results
Energy relative to the best compared isomer or geometry (same formula, charge and spin) (kcal/mol): 0.0
Net charge: 0
⟨S²⟩: 0.75
Spin multiplicity: 2
E_HOMO (alpha / beta) (eV): -10.01 / -10.01
Electronic energy (eV): -203520.2871


No. 4
Molecular formula: C34H25HoN8S
Method: DFT, ωB97M-V/def2-TZVPD

CARTESIAN COORDINATES (ANGSTROEM)
Ho: 0.37 -0.11 0.05
C: 3.48 3.10 -0.37
C: 2.85 4.27 -0.39
C: 1.45 4.33 -0.05
C: 0.74 3.19 0.13
N: 1.30 1.93 0.19
C: 2.79 1.85 0.11
N: -0.63 3.42 0.20
C: -1.59 2.59 0.14
N: -1.59 1.17 0.06
C: -2.89 0.78 0.00
N: -3.44 -0.41 -0.09
C: -2.79 -1.58 -0.14
C: -3.59 -2.75 -0.21
C: -3.02 -3.99 -0.27
C: -1.62 -4.11 -0.24
C: -0.90 -2.95 -0.17
N: -1.44 -1.71 -0.15
C: -3.78 1.95 0.04
C: -5.17 2.05 0.01
C: -5.72 3.32 0.07
C: -4.90 4.45 0.15
C: -3.52 4.34 0.18
C: -2.98 3.07 0.13
H: 4.52 3.01 -0.64
H: 3.37 5.17 -0.70
H: 0.90 5.26 -0.06
H: 3.20 1.59 1.10
H: -4.66 -2.61 -0.21
H: -3.63 -4.88 -0.32
H: -1.12 -5.06 -0.24
H: 0.95 -3.52 -0.77
H: -5.78 1.16 -0.05
H: -6.79 3.44 0.05
H: -5.36 5.43 0.19
H: -2.88 5.21 0.25
N: 0.53 -2.93 -0.06
C: 0.98 -3.34 1.25
C: 1.78 -4.46 1.41
C: 2.22 -4.81 2.68
C: 1.85 -4.05 3.79
C: 1.06 -2.93 3.62
C: 0.63 -2.57 2.35
H: 2.07 -5.05 0.55
H: 2.85 -5.68 2.80
H: 2.20 -4.33 4.78
H: 0.79 -2.32 4.47
H: 0.05 -1.67 2.23
S: 7.14 -0.22 -0.24
C: 5.36 -0.14 -0.07
C: 4.70 -0.86 1.00
C: 3.38 -1.10 0.85
N: 2.58 -0.58 -0.13
C: 3.15 0.63 -0.78
C: 4.64 0.50 -0.99
C: 7.29 -1.95 -0.65
C: 7.12 -2.38 -1.96
C: 7.23 -3.73 -2.24
N: 7.49 -4.66 -1.32
C: 7.66 -4.24 -0.07
C: 7.57 -2.90 0.32
H: 5.27 -1.32 1.79
H: 2.92 -1.82 1.52
H: 2.64 0.79 -1.73
H: 5.09 0.95 -1.87
H: 6.91 -1.66 -2.74
H: 7.11 -4.09 -3.26
H: 7.87 -5.00 0.67
H: 7.72 -2.61 1.35

Results
Energy relative to the best compared isomer or geometry (same formula, charge and spin) (kcal/mol): 20.1
Net charge: 0
⟨S²⟩: 6.01
Spin multiplicity: 5
E_HOMO (alpha / beta) (eV): -6.19 / -6.21
Electronic energy (eV): -84218.3062